[1]
The following is a DFT calculation (ωB97M-V/def2-TZVPD) of a cluster of 2 separate species, C9H16N2O2 in total.

Net charge = 0
SMILES = O=c1cc[nH]c(=O)[nH]1.CCCCC
HOMO = -8.52 eV
Relative energy (zero: lowest compared OMol25 entry of this formula, charge and spin) = 617.2 kJ/mol
E_tot = -16662.9111 eV

XYZ file:
```
29
Properties=species:S:1:pos:R:3:forces:R:3
O 1.465088 -0.594144 0.724760 6.09 -0.35 -0.64
O 5.779024 -1.746754 0.025463 0.60 -0.50 -0.21
N 5.203232 0.439587 -0.114398 0.35 -1.52 0.26
N 3.533705 -1.127491 0.149984 2.71 -3.39 -1.05
C 2.868912 1.095003 -0.333684 2.00 1.85 -0.36
C -4.145224 -0.076702 0.119771 -1.91 2.21 2.58
C 2.524272 -0.220483 0.168681 -1.93 -0.85 1.83
C 4.275542 1.398471 -0.287399 -2.76 1.42 -0.61
C -2.745103 -0.114687 -0.173121 3.12 -2.52 -2.17
C -1.796425 0.747971 0.618564 -0.52 0.15 0.80
C -0.302531 0.586861 0.369561 -3.47 -2.34 -6.12
C 4.943072 -0.895642 -0.032839 -3.74 -0.51 0.79
C -4.793658 -1.289808 -0.449071 -3.33 0.50 -2.39
H -2.108710 1.726114 0.320793 -0.16 1.27 0.36
H -4.396070 -2.211581 -0.086030 0.83 -0.59 -0.06
H -4.443218 0.288209 1.224191 0.61 -1.52 -2.05
H 0.184927 1.227013 0.980038 1.96 1.22 2.36
H -4.874942 -1.292620 -1.729015 0.37 -0.03 3.86
H -2.523526 -1.249958 -0.078154 0.86 1.72 -0.58
H 0.078645 1.017814 -0.791846 -1.55 -1.17 2.85
H -4.268165 0.808344 -0.452247 -2.35 1.02 -0.25
H -2.854601 0.251336 -1.333687 1.77 -1.45 2.27
H -0.009671 -0.567635 0.303982 -2.23 3.41 0.25
H 3.254336 -2.164081 0.191399 0.59 2.33 0.31
H 6.192918 0.470505 -0.012409 0.78 1.54 -0.13
H -5.826865 -1.305840 -0.019105 0.34 -0.09 -0.95
H -2.001976 0.642841 1.760378 0.27 0.03 -1.82
H 1.993449 1.755967 -0.701043 2.11 -0.80 1.11
H 4.793575 2.401381 -0.363507 -1.38 -1.04 -0.23
```
Forces are in eV/Å.

Atomic partial charges in e from the Löwdin method, atoms 1 to 8:
1. O -0.063
2. O 0.107
3. N 0.099
4. N 0.186
5. C 0.035
6. C -0.394
7. C -0.458
8. C -0.043

---

[2]
The following is a DFT calculation (ωB97M-V/def2-TZVPD) of a cluster of 2 separate species, CH4Cl2SSi in total.

Net charge = 0
HOMO (alpha / beta) = -7.42 / -8.70 eV
Relative energy (zero: lowest compared OMol25 entry of this formula, charge and spin) = 481.9 kJ/mol
E_tot = -44855.8488 eV

XYZ file:
```
9
Properties=species:S:1:pos:R:3:forces:R:3
Cl 3.138307 -1.299618 0.253686 -0.51 0.50 0.67
Cl 3.048159 1.544872 -0.301963 -0.61 -0.52 0.17
S -1.667420 1.193957 0.164774 -0.66 -0.05 -0.07
Si -0.526648 -0.250100 -0.930611 1.97 1.28 1.67
C 2.269268 0.196726 0.603235 0.47 0.22 -2.72
H -0.471269 -1.677589 -1.296052 -0.63 0.09 0.17
H 2.235647 0.589986 1.583011 -0.29 -0.54 1.27
H 0.038950 0.758454 -1.809339 0.05 -0.32 -0.78
H -1.563447 1.082277 1.509579 0.22 -0.67 -0.38
```
Forces are in eV/Å.

Atomic partial charges in e from the Löwdin method, atoms 1 to 8:
1. Cl 0.438
2. Cl 0.405
3. S 0.292
4. Si 0.381
5. C -1.032
6. H -0.116
7. H -0.040
8. H -0.129

---

[3]
The following is a DFT calculation (ωB97M-V/def2-TZVPD) of an isolated molecule of C22H19BrClN3O5S.

Net charge = 0
SMILES = O=C(CN(c1ccc(Br)cc1)S(=O)(=O)c1ccc(Cl)c([N+](=O)[O-])c1)NCCc1ccccc1
HOMO = -8.93 eV
Relative energy (zero: lowest compared OMol25 entry of this formula, charge and spin) = 1.2 kJ/mol
E_tot = -131227.8562 eV

XYZ file:
```
52
Properties=species:S:1:pos:R:3:forces:R:3
Br 3.011953 6.500935 -0.475452 -0.07 -0.15 0.07
Cl 5.009954 -1.032128 -2.876111 0.23 0.29 -0.19
S 1.761047 0.215893 2.346715 0.40 0.14 -0.03
O 3.757055 -3.426650 -2.280716 0.18 -0.30 -0.12
O 2.611860 0.813050 3.327042 0.15 0.18 -0.22
O 1.836909 -3.407144 -1.327461 -0.45 -0.29 0.05
O 0.428703 -0.069398 -0.617456 -0.13 0.15 -0.30
O 0.972852 -0.920312 2.712479 -0.19 -0.11 -0.30
N 0.678553 1.379491 1.799801 0.35 -1.06 0.42
N 2.926434 -2.930160 -1.560119 0.03 -0.20 -0.10
N -1.227069 -1.260079 0.349577 -0.25 -0.29 0.17
C -2.269542 -2.040905 -1.743730 0.08 -0.09 0.25
C 2.025067 3.354879 2.035678 -0.13 0.02 -0.08
C 1.206804 2.552161 1.240748 0.38 0.91 -0.20
C 1.459854 4.112431 -0.575096 0.07 0.19 0.05
C -5.714464 -2.785935 -0.359432 -0.06 -0.07 0.04
C -4.096169 -0.591997 -0.811592 -0.01 -0.01 -0.02
C 3.702263 0.707235 0.441356 0.05 -0.01 0.05
C 4.395315 0.424098 -0.720322 -0.09 -0.15 -0.07
C -5.342792 -0.423732 -0.234873 -0.06 0.08 0.06
C 2.565196 4.520199 1.527574 0.04 0.08 -0.13
C -3.645061 -1.856556 -1.169750 0.06 0.01 -0.17
C 2.768921 -0.196839 0.918133 -0.20 0.02 0.47
C -0.590208 0.847966 1.353938 -0.24 -0.32 0.03
C -1.252818 -2.329036 -0.627003 0.07 0.07 -0.43
C -0.415225 -0.202652 0.252965 -0.34 0.16 0.13
C 0.931071 2.939760 -0.068653 -0.02 -0.17 0.17
C 2.273839 4.894176 0.225583 0.11 0.13 -0.09
C 4.166626 -0.763899 -1.411649 -0.24 -0.16 0.22
C -4.466857 -2.951607 -0.934035 0.01 0.04 0.00
C 2.538462 -1.384612 0.262514 0.11 -0.28 -0.09
C 3.236404 -1.678595 -0.903945 0.24 0.94 0.62
C -6.155027 -1.521347 -0.007010 -0.09 0.02 0.05
H -6.345760 -3.645117 -0.187251 -0.05 -0.07 0.01
H 3.199562 5.139998 2.142259 0.04 0.04 0.04
H -1.205010 1.673377 0.985569 0.09 -0.07 0.05
H 0.331338 2.310313 -0.705600 -0.04 -0.10 -0.05
H -5.682320 0.565908 0.034272 -0.03 0.08 0.02
H -1.072016 0.400680 2.225763 -0.17 0.07 -0.18
H -2.255399 -2.877435 -2.442658 0.01 0.02 -0.08
H -0.253331 -2.425194 -1.054949 -0.12 -0.04 0.14
H 1.821237 -2.088231 0.657607 -0.04 -0.04 -0.09
H -7.129182 -1.391163 0.440024 -0.08 0.01 0.03
H -1.511460 -3.255173 -0.111324 0.05 0.02 -0.02
H 3.881025 1.621155 0.984381 0.11 0.14 -0.02
H -1.957098 -1.139362 -2.272716 0.03 -0.03 -0.06
H 2.242656 3.045126 3.044248 -0.03 0.07 0.09
H 1.247283 4.410178 -1.590266 -0.01 0.02 -0.06
H -4.127159 -3.939763 -1.209459 0.04 -0.12 -0.04
H -3.466925 0.268278 -0.994879 0.06 0.08 -0.05
H -1.921761 -1.287199 1.078398 0.12 0.10 0.04
H 5.114409 1.124931 -1.113120 0.06 0.04 -0.05
```
Forces are in eV/Å.

Atomic partial charges in e from the Löwdin method, atoms 1 to 8:
1. Br 0.728
2. Cl 0.778
3. S 0.712
4. O 0.053
5. O -0.260
6. O 0.077
7. O 0.060
8. O -0.254

---

Repeat the second record exactly.
The following is a DFT calculation (ωB97M-V/def2-TZVPD) of a cluster of 2 separate species, CH4Cl2SSi in total.

Net charge = 0
HOMO (alpha / beta) = -7.42 / -8.70 eV
Relative energy (zero: lowest compared OMol25 entry of this formula, charge and spin) = 481.9 kJ/mol
E_tot = -44855.8488 eV

XYZ file:
```
9
Properties=species:S:1:pos:R:3:forces:R:3
Cl 3.138307 -1.299618 0.253686 -0.51 0.50 0.67
Cl 3.048159 1.544872 -0.301963 -0.61 -0.52 0.17
S -1.667420 1.193957 0.164774 -0.66 -0.05 -0.07
Si -0.526648 -0.250100 -0.930611 1.97 1.28 1.67
C 2.269268 0.196726 0.603235 0.47 0.22 -2.72
H -0.471269 -1.677589 -1.296052 -0.63 0.09 0.17
H 2.235647 0.589986 1.583011 -0.29 -0.54 1.27
H 0.038950 0.758454 -1.809339 0.05 -0.32 -0.78
H -1.563447 1.082277 1.509579 0.22 -0.67 -0.38
```
Forces are in eV/Å.

Atomic partial charges in e from the Löwdin method, atoms 1 to 8:
1. Cl 0.438
2. Cl 0.405
3. S 0.292
4. Si 0.381
5. C -1.032
6. H -0.116
7. H -0.040
8. H -0.129